Here is a molecular structure, C24H31O9PTl from the OMol25 dataset. Energies are from wB97M-V/def2-TZVPD.

HOMO ... -15.186 eV
HOMO-LUMO gap ... 1.6 eV

Structure (ORCA input):
```
! RIJCOSX wB97M-V def2-TZVPD def2/J DEFGRID3
* xyz 3 1
C 1.30382 -0.19139 -4.41866
H 6.39956 -1.17512 1.45091
H 2.67838 -0.25018 -0.58292
H -1.31389 -3.57616 0.16955
C 6.37639 -0.71846 -0.85136
H 3.62905 -0.85083 -2.13834
H -1.06181 -1.08328 -4.25921
H 6.87882 0.59311 1.00668
H -1.64533 5.02467 -2.67508
C -3.94653 -3.12671 4.53223
C 6.99916 -0.52415 0.65325
C -1.82148 4.18577 -1.84449
O 0.12178 0.68455 -4.42878
H -5.05847 -2.96603 4.12893
C -3.32341 4.31599 -1.20168
H -4.02676 3.60342 -1.83202
C 2.54635 0.71318 -3.76841
O -3.98537 -3.24524 1.32401
H -2.28869 2.49885 -3.39576
Tl -3.75847 0.96881 -5.23574
O -0.60885 -2.36593 -2.03215
H 2.51977 1.78255 -4.29517
C -1.38667 -2.74542 1.02351
O -1.24601 2.58399 0.87886
H 7.21980 -1.16701 -1.52981
C -2.62887 -3.22445 3.50910
O -0.69654 1.29517 3.57504
C -1.48471 2.74981 -2.55360
H -1.16836 2.19530 3.46576
C -1.15016 0.11980 -2.20005
O -3.71756 5.74457 -1.33256
H 0.05956 -3.79859 6.40584
H 8.10375 -0.91433 0.67060
O -3.46502 0.74942 3.08904
C -1.01917 -3.62230 5.92652
H -2.14486 -3.57842 8.06987
H -0.15385 -3.62966 3.67179
C 3.29187 0.10846 -1.52051
H 1.59090 -0.37965 -5.55372
C -1.01268 -1.27273 -1.34465
H -4.73872 -3.21819 6.92524
H -3.27194 4.01037 -0.06777
H -0.44384 2.87141 -3.11218
H 4.60719 0.88517 0.27665
C -1.34797 1.47322 -1.54090
H -3.49851 6.19752 -0.45861
C -1.33079 -1.28226 0.28896
C -1.06920 0.02770 -3.86811
H -0.95602 4.37493 -1.04464
O 2.38001 0.95662 -2.31834
H -0.39694 -2.85418 1.64945
H -2.02864 0.53089 -4.36919
H -3.86386 1.05197 2.21992
C -1.49338 0.04907 0.93252
C -2.76561 -3.06260 1.85007
H 4.39830 2.09136 -1.16136
H 3.60931 0.25557 -4.02642
C -3.80014 -3.27291 6.19188
H 5.48678 -1.49559 -0.78104
O 5.88432 0.52291 -1.47547
C 4.59221 0.94722 -0.91425
C -1.36738 1.49212 0.09528
C -2.33782 -3.49664 6.91165
H 1.15405 -1.22154 -3.88217
C -1.17579 -3.50097 4.27346
P -1.83110 0.15545 2.84857
*
```

What are the natural (NBO) partial charges on each atom? They are as follows, in elementary charge units:
1 C -0.12
2 H 0.22
3 H 0.19
4 H 0.33
5 C -0.09
6 H 0.21
7 H 0.25
8 H 0.24
9 H 0.26
10 C -0.19
11 C -0.66
12 C -0.45
13 O -0.55
14 H 0.31
15 C -0.07
16 H 0.16
17 C -0.11
18 O -0.42
19 H 0.16
20 Tl 1.02
21 O -0.48
22 H 0.23
23 C -0.57
24 O -0.50
25 H 0.24
26 C 0.06
27 O -0.88
28 C -0.44
29 H 0.53
30 C -0.06
31 O -0.71
32 H 0.31
33 H 0.26
34 O -0.92
35 C -0.24
36 H 0.30
37 H 0.27
38 C -0.11
39 H 0.23
40 C 0.49
41 H 0.31
42 H 0.19
43 H 0.29
44 H 0.21
45 C 0.00
46 H 0.49
47 C 0.05
48 C -0.05
49 H 0.24
50 O -0.53
51 H 0.27
52 H 0.04
53 H 0.52
54 C -0.42
55 C 0.50
56 H 0.24
57 H 0.22
58 C -0.12
59 H 0.18
60 O -0.44
61 C -0.12
62 C 0.52
63 C 0.04
64 H 0.21
65 C -0.12
66 P 1.59


Here is a molecular structure, C24H32CdCl2N3O3 from the OMol25 dataset. Energies are from wB97M-V/def2-TZVPD.

HOMO (alpha / beta) ... -2.053 / -1.509 eV
HOMO-LUMO gap (alpha / beta) ... 4.5 / 4.0 eV

Structure (ORCA input):
```
! RIJCOSX wB97M-V def2-TZVPD def2/J DEFGRID3
* xyz -1 1
C 3.22684 0.77887 2.70746
H -1.97140 5.44596 1.99024
H 2.51237 1.25671 3.37661
H -1.20268 3.46284 1.50837
C -6.24964 1.10840 -0.24099
H -2.99237 6.36844 0.85275
H 3.44764 0.69442 -1.07048
C -4.86675 -0.39494 -1.54085
H 4.56909 -0.25455 -0.01006
H -4.72920 -1.05168 -2.39430
H 3.44984 1.52792 1.94290
H 3.45459 -1.07766 -1.07181
H -0.06294 -2.38175 -4.63418
C 3.52331 -0.18364 -0.41164
C 0.81551 -2.38009 -3.97850
H 1.53603 0.92800 -3.80677
O 0.83466 0.39735 -1.75120
Cl 1.95747 3.14853 0.47622
H 0.03418 -5.00678 4.54807
H -2.32283 4.08779 -1.90478
H 4.15890 0.48670 3.20636
C -5.19232 1.29908 0.66796
H 3.68116 -4.80479 2.23816
Cl -0.72712 0.03301 2.04414
N -1.58546 -1.49626 -0.94474
H 3.70333 -2.75301 0.59122
O -1.30582 2.54574 -0.33680
H -1.23245 6.54675 0.81335
H 0.64464 -3.06416 -3.14811
H -1.42320 5.62944 -1.77118
C -2.58423 -0.90535 -0.80347
H -5.31970 1.97169 1.52988
C 0.70487 -3.19596 1.76381
H -0.98983 -3.21244 3.11732
C -3.98735 0.61935 0.47084
H -3.17361 5.60017 -1.41647
C -2.24277 5.02650 -1.35162
N -1.98904 4.71197 0.05182
H 0.60014 -1.63010 -1.49163
H -3.16620 0.73280 1.17729
C -1.47700 3.51840 0.42262
O 2.52083 -3.49677 -0.91238
C 2.00545 -3.68390 1.52012
C 2.45393 -0.00523 0.59217
C -3.81773 -0.22119 -0.63177
H 2.09804 -1.12775 2.48836
C 1.40136 0.00167 -4.36085
C 1.92528 -5.09213 3.48452
C 0.81218 -0.78793 -2.16037
C 2.77555 -3.34121 0.26348
H -6.91125 0.11514 -2.06789
Cd 0.69931 0.99670 0.34513
H 0.28833 -2.38629 1.14400
H -7.20815 1.62205 -0.08522
H 0.60692 0.12966 -5.10692
C 0.62051 -4.60357 3.72356
C 2.63829 -4.56352 2.41514
H 2.33788 -0.27355 -4.86552
N 1.04178 -1.06033 -3.43771
C -2.04988 5.83405 0.97191
C -6.08753 0.26155 -1.35355
H 2.39755 -5.83595 4.14151
H 1.69428 -2.70146 -4.54707
C 0.00318 -3.64984 2.88743
C 2.52624 -0.29109 1.92195
*
```

What are the natural (NBO) partial charges on each atom? They are as follows, in elementary charge units:
1 C -0.69
2 H 0.22
3 H 0.21
4 H 0.15
5 C -0.20
6 H 0.19
7 H 0.21
8 C -0.17
9 H 0.16
10 H 0.22
11 H 0.23
12 H 0.19
13 H 0.18
14 C -0.70
15 C -0.40
16 H 0.26
17 O -0.74
18 Cl -0.87
19 H 0.20
20 H 0.24
21 H 0.18
22 C -0.22
23 H 0.21
24 Cl -0.87
25 N -0.34
26 H 0.12
27 O -0.67
28 H 0.20
29 H 0.23
30 H 0.20
31 C 0.31
32 H 0.22
33 C -0.18
34 H 0.23
35 C -0.15
36 H 0.18
37 C -0.42
38 N -0.43
39 H 0.20
40 H 0.28
41 C 0.55
42 O -0.56
43 C -0.14
44 C -0.58
45 C -0.13
46 H 0.18
47 C -0.42
48 C -0.23
49 C 0.55
50 C 0.45
51 H 0.21
52 Cd 1.63
53 H 0.27
54 H 0.21
55 H 0.18
56 C -0.22
57 C -0.21
58 H 0.19
59 N -0.42
60 C -0.40
61 C -0.24
62 H 0.21
63 H 0.19
64 C -0.20
65 C -0.25


Here is a molecular structure, C24H32IN3Pt from the OMol25 dataset. Energies are from wB97M-V/def2-TZVPD.

⟨S²⟩ ... 2.022
HOMO (alpha / beta) ... -6.268 / -6.687 eV
HOMO-LUMO gap (alpha / beta) ... 5.4 / 5.6 eV

Structure (ORCA input):
```
! RIJCOSX wB97M-V def2-TZVPD def2/J DEFGRID3
* xyz 0 3
H -1.58542 -2.68950 4.19052
C 2.19523 2.78961 0.47078
N -0.16300 -1.43314 2.01600
C 0.95896 -3.14020 -2.47390
H -2.19572 -3.97602 0.95639
I -0.81443 2.03306 2.35359
C 1.86270 -2.74212 -1.48404
H 1.19042 -3.98596 -3.12243
H 3.96288 1.04823 2.82619
C 0.11504 0.31050 5.26940
H 2.05527 3.51536 -0.33404
H -2.77675 -1.07883 0.99570
H 2.61542 3.31766 1.33052
C 3.50007 1.23732 3.80534
H 3.42356 2.33214 3.93804
H -2.87760 1.61777 0.46678
H -2.86032 -1.63139 -3.26298
H -0.48306 -3.80604 3.33202
C -2.90831 -0.88377 -2.47478
H -2.24744 -3.92690 3.13403
H 2.56380 0.97747 -0.68891
C -0.23078 -2.43477 -2.62617
C -2.61890 -1.46543 2.00036
H -0.28686 0.15689 7.37021
H 1.19233 2.46009 0.76998
H -0.42600 -3.79946 0.75107
H -0.68143 1.74695 6.69403
C 0.38888 -0.92804 3.17036
H -3.49129 -2.08157 2.25164
C 1.36407 0.88789 5.06744
C -0.69737 0.66707 6.48513
H 2.81363 -3.24778 -1.33802
N 0.39802 -1.01367 -0.79841
C -0.37164 -0.59414 4.32869
C 1.70626 -0.39748 3.06055
H 2.30526 -0.69544 2.19848
C 1.57133 -1.67401 -0.64706
C -4.09618 0.72111 -1.11714
H -0.95957 -2.69880 -3.39044
Pt -0.19575 0.29529 0.65062
H 4.19318 0.87456 4.58428
C -4.07635 -0.18246 -2.18694
H 3.39065 1.00428 0.86999
C -1.36719 -2.31407 2.05120
H -4.99564 1.25826 -0.82678
H -1.41112 -0.89218 4.42202
C -2.93450 0.95342 -0.39892
H 2.20422 -1.30152 0.16158
H 3.99068 1.99332 -0.45312
C -1.37150 -3.25252 0.84225
C 3.07488 1.62392 0.02788
H -1.55034 -2.72372 -0.09994
C -0.50275 -1.34889 -1.77718
H -2.56011 -0.61626 2.68530
H 1.73282 1.61778 5.78842
N -1.80055 0.28991 -0.70241
C 2.16330 0.55640 3.96207
H -1.74278 0.35402 6.37928
C -1.41327 -3.23150 3.26219
H -4.98270 -0.34926 -2.77480
C -1.75095 -0.62734 -1.71413
*
```

What are the natural (NBO) partial charges on each atom? They are as follows, in elementary charge units:
1 H 0.22
2 C -0.63
3 N -0.61
4 C -0.17
5 H 0.21
6 I -0.51
7 C -0.24
8 H 0.23
9 H 0.21
10 C 0.02
11 H 0.20
12 H 0.20
13 H 0.20
14 C -0.63
15 H 0.22
16 H 0.26
17 H 0.22
18 H 0.21
19 C -0.21
20 H 0.21
21 H 0.19
22 C -0.23
23 C -0.63
24 H 0.22
25 H 0.22
26 H 0.21
27 H 0.22
28 C 0.15
29 H 0.20
30 C -0.22
31 C -0.63
32 H 0.23
33 N -0.49
34 C -0.27
35 C -0.19
36 H 0.19
37 C 0.07
38 C -0.24
39 H 0.22
40 Pt 0.78
41 H 0.22
42 C -0.16
43 H 0.19
44 C 0.09
45 H 0.23
46 H 0.21
47 C 0.06
48 H 0.24
49 H 0.20
50 C -0.60
51 C -0.61
52 H 0.19
53 C 0.23
54 H 0.23
55 H 0.20
56 N -0.48
57 C -0.01
58 H 0.21
59 C -0.62
60 H 0.23
61 C 0.13


no.,F_max (eV/Å),E (a.u.)
1,8.88,-2122.1836
2,4.72,-2411.7835
3,2.45,-1514.9469